DFT (ωB97M-V/def2-TZVPD) results for a molecular structure, C44H48LiN6O4PTe in a non-equilibrium geometry.

Geometry as XYZ:
```
105
Properties=species:S:1:pos:R:3:forces:R:3
Li 0.068538 1.489137 -1.994824 0.17 0.03 0.10
C 3.826366 -1.027665 -3.352307 0.22 -0.82 0.13
O 4.323053 -0.375896 -2.218646 -0.04 -0.39 0.16
C 4.129362 0.943225 -1.988647 -0.27 -0.08 -0.40
C 5.300518 1.556011 -1.603428 0.43 -0.70 0.91
C 5.245225 2.837152 -1.090595 1.61 0.39 0.71
C 4.069339 3.528281 -1.033838 -0.37 0.48 -0.06
C 2.851408 2.907244 -1.450132 -0.99 0.33 -0.20
C 1.644026 3.645007 -1.159814 1.86 0.59 0.36
N 0.440739 3.165785 -1.230885 -0.08 -0.41 -0.46
N -0.560175 3.959087 -0.891834 0.21 0.59 0.64
C -1.702154 3.354413 -0.957800 -1.64 -1.29 -1.16
O -1.628854 2.046145 -1.515202 -0.76 0.78 0.21
C -3.002243 4.020690 -0.868314 0.57 0.33 -0.17
C -3.041224 5.329547 -0.328917 1.60 0.09 0.05
C -4.168255 6.049886 -0.189390 -1.91 0.71 0.21
C -5.423464 5.583159 -0.647449 0.27 0.16 -0.43
C -5.401055 4.347934 -1.293983 0.00 -0.37 0.04
C -4.234385 3.566817 -1.379978 -0.24 -0.84 0.02
C 2.886569 1.599764 -2.024288 0.81 -0.62 -0.03
O 1.847725 0.976303 -2.721270 -0.30 0.34 0.77
H 4.585199 -1.760474 -3.610079 0.11 -0.32 -0.02
H 3.733726 -0.395299 -4.209318 -0.35 0.70 -0.42
H 2.905447 -1.552027 -3.115227 -0.21 0.08 -0.15
H 6.148304 0.853157 -1.473215 -0.38 0.89 -0.24
H 6.165481 3.236102 -0.604345 -0.74 -0.01 -0.67
H 4.092266 4.583283 -0.671184 -0.39 -1.06 -0.18
H 1.828661 4.602699 -0.677286 -0.26 0.25 -0.14
H -2.138235 5.890396 -0.071135 0.06 -0.85 0.08
H -4.078171 7.019054 0.303018 -0.19 -0.10 -0.26
H -6.315457 6.238236 -0.618248 0.58 -0.67 0.07
H -6.281828 3.902446 -1.769096 0.10 0.41 0.31
H -4.356880 2.561308 -1.848200 0.41 0.90 0.33
C -1.134012 -3.854472 7.287444 1.29 -0.18 -0.42
C -0.515952 -3.491656 5.921342 0.98 0.40 0.76
C -0.353425 -4.386095 4.866252 -0.61 0.06 0.63
C 0.176829 -3.987597 3.652394 0.24 -0.04 -0.89
C 0.197586 -5.050263 2.559961 -1.06 0.32 -0.66
C 0.620260 -2.653616 3.459490 0.17 -1.42 -0.02
Te 1.148714 -2.050571 1.488425 -0.38 -0.06 -0.40
N 1.110305 -0.212428 -2.024689 1.32 1.21 0.33
C 0.390283 -0.784569 -2.971893 0.12 0.82 -0.84
O -0.326038 -1.739682 -2.710184 -0.76 -2.01 -0.21
C 0.294267 -0.185443 -4.350749 1.59 -0.39 -0.07
C 1.156930 -0.579477 -5.387174 -0.32 -0.22 0.32
C 1.173865 0.150398 -6.561033 -0.22 0.33 0.45
C 0.358610 1.293305 -6.710628 -0.64 -1.10 0.62
C -0.606636 1.579209 -5.744896 1.00 -0.57 0.44
C -0.551757 0.864549 -4.529320 -0.94 1.00 -0.63
C 3.099159 -1.250146 1.671084 -0.60 -0.50 0.23
C 4.118364 -2.170944 1.886484 0.84 0.35 0.26
C 5.436908 -1.725849 1.966633 0.05 0.56 -0.22
C 5.678558 -0.353277 1.756543 0.62 -0.25 0.25
C 4.630496 0.560802 1.550301 1.08 0.24 -0.05
C 3.314137 0.123245 1.499907 -0.62 0.40 -0.37
C 2.155072 1.108360 1.213692 -0.08 -1.13 0.98
C 0.581905 -1.794505 4.543955 -0.46 0.69 -0.20
C 1.024163 -0.374853 4.365294 0.09 -0.07 -0.41
C 0.003051 -2.202771 5.731988 -0.82 -0.18 1.12
H -0.940892 -3.061493 8.029366 -0.12 -0.28 -0.38
H -0.774289 -4.818827 7.729074 -0.16 0.73 -0.60
H -2.178835 -3.936861 7.118130 -1.15 -0.14 0.22
H -0.722782 -5.405837 4.967463 0.13 0.10 0.02
H -0.234549 -5.976242 2.961167 0.10 0.18 -0.12
H 1.184639 -5.286449 2.171843 0.18 0.21 0.02
H -0.438804 -4.745651 1.671975 0.73 -0.26 0.95
H 1.821016 -1.445907 -5.237264 -0.42 0.52 -0.19
H 1.840407 -0.196102 -7.328927 0.21 0.28 -0.41
H 0.403668 1.888916 -7.589546 0.06 0.28 -0.71
H -1.345820 2.354312 -5.891435 0.16 0.18 0.06
H -1.164884 1.181586 -3.689754 -0.33 -0.02 -0.26
H 3.946951 -3.236915 2.008842 -0.36 0.21 -0.06
H 6.242202 -2.456625 2.168766 -0.42 0.67 -0.23
H 6.733631 0.000098 1.750703 -0.92 -0.16 0.06
H 4.893472 1.631890 1.397346 -0.41 -0.93 0.08
H 2.533464 2.124294 1.171768 0.02 0.06 -0.32
H 1.440175 1.058406 2.079814 0.49 0.04 -0.87
H 1.604345 0.812390 0.290578 0.48 0.38 0.65
H 0.245970 0.202063 3.825784 0.54 -0.29 0.01
H 1.975410 -0.400377 3.810752 -0.43 0.48 0.12
H 1.182005 0.115314 5.309909 0.11 0.18 0.48
H -0.158122 -1.471882 6.551515 0.40 -0.41 -0.58
C -3.698232 0.161673 0.268818 -0.32 -0.15 0.15
N -2.892964 -0.273253 -0.886900 0.09 -0.35 -0.05
C -1.664403 -1.046870 -0.344640 -1.97 0.26 0.05
N -2.075727 -2.159991 0.504564 0.24 0.65 0.46
C -2.883875 -1.667200 1.606506 -0.98 -0.74 0.81
N -4.069496 -0.924959 1.179111 -0.30 -0.10 -0.14
C -5.039302 -1.834272 0.518218 0.50 0.47 -0.16
P -4.350772 -2.647959 -1.017360 -0.97 0.09 -0.22
C -3.676205 -1.123306 -1.829870 -0.89 0.48 1.23
C -2.776731 -3.166297 -0.286044 0.30 -0.50 1.00
H -4.643268 0.694646 0.004278 0.70 -0.40 -0.34
H -3.085239 0.891093 0.800899 0.05 -0.05 0.26
H -2.356269 1.409223 -1.332228 -0.03 -0.07 0.15
H -1.069051 -0.342602 0.233218 0.07 0.04 -0.07
H -1.144438 -1.479709 -1.187600 0.26 0.40 -0.01
H -2.321200 -1.037858 2.318498 0.17 -0.20 -0.56
H -3.308354 -2.525919 2.199042 0.72 0.52 -0.44
H -5.906663 -1.216423 0.266581 -0.14 -0.29 -0.03
H -5.345870 -2.646466 1.192236 0.02 0.35 0.07
H -4.575462 -0.581238 -2.209549 0.81 -0.03 0.10
H -3.060738 -1.452848 -2.640782 0.49 0.07 -0.63
H -2.151894 -3.425923 -1.126060 0.46 -0.40 -0.21
H -2.933416 -4.046161 0.366385 0.08 0.14 -0.42
```
Positions in Å, forces in eV/Å.

As for the LUMO energy (spin up / spin down): 2.2 / 2.2 eV. As for the expectation value of S²: 0.814. As for the spin multiplicity: 2. For the relative energy (zero: lowest compared OMol25 entry of this formula, charge and spin), the calculation gives 1.734 eV. As for the total charge: -1. The calculation puts the frontier orbital gap (spin up / spin down) at 4.457 / 7.236 eV. The value obtained for the maximum force is 2.39 eV/Å.